268
Properties=species:S:1:pos:R:3:forces:R:3 method="wB97M-V/def2-TZVPD" gap_ev=7.71 charge=-1 multiplicity=1 homo_ev=-5.98
C 1.108924 1.652758 -0.013506 -0.261 -0.759 -0.456
F 1.038379 2.947454 -0.298096 -0.229 0.529 0.331
F 1.632851 1.057051 -1.084254 0.024 -0.311 0.064
F 1.908261 1.473327 1.021406 0.162 -0.027 0.289
S -0.600954 1.004928 0.322610 -1.540 -0.962 0.689
O -1.049548 1.606663 1.541928 0.841 0.607 0.315
O -1.363712 1.355681 -0.850384 0.872 -0.399 0.036
N -0.408439 -0.606312 0.646577 0.720 2.044 -0.233
S -1.396012 -1.451367 -0.201400 -1.947 -0.337 -1.033
O -2.799594 -1.152594 0.091113 1.005 -0.764 -0.110
O -1.031093 -1.483021 -1.595781 -0.300 -0.387 0.136
C -1.147335 -3.232752 0.455880 -0.333 1.031 -0.657
F -1.519296 -3.302651 1.723114 0.360 -0.142 0.291
F -1.928148 -4.052420 -0.241320 -0.567 0.116 -0.127
F 0.093720 -3.663361 0.261093 0.414 0.223 0.908
C -3.228255 5.870096 3.372879 0.171 -0.166 -0.244
O -2.815195 6.357588 2.338640 -0.023 0.254 0.094
N -3.314365 4.543077 3.604486 -0.697 -0.858 -0.157
C -4.134696 4.046520 4.699706 0.185 -0.020 0.784
C -3.255915 3.641615 2.449829 0.713 -0.065 -0.504
H -3.556027 6.481561 4.226977 0.032 0.079 0.150
H -3.823457 4.449624 5.667330 0.099 0.306 -0.135
H -3.993405 2.972751 4.817298 0.033 -0.022 -0.296
H -5.206191 4.238880 4.604975 -0.029 0.019 -0.320
H -3.026384 2.611394 2.717544 -0.364 0.064 0.557
H -4.169899 3.677573 1.858730 -0.093 -0.063 0.049
H -2.412006 3.866811 1.799937 -0.147 0.527 0.035
C 0.801326 -1.750943 3.442752 0.387 -0.364 1.591
O 0.384423 -1.718180 4.587817 -0.195 -0.071 -0.634
N 2.107265 -1.611582 3.142896 1.121 -0.159 -1.798
C 2.544140 -1.722118 1.742787 -0.724 0.008 0.369
C 3.196873 -1.426211 4.070545 -0.766 0.649 0.773
H 0.203060 -1.960289 2.552965 -0.179 0.203 0.091
H 2.909351 -2.728887 1.523736 0.421 0.075 0.048
H 3.285645 -0.955147 1.523807 0.108 -0.203 -0.149
H 1.687026 -1.572245 1.085405 0.101 0.153 0.137
H 2.927744 -1.757090 5.073893 -0.078 -0.351 -0.129
H 4.097096 -1.917795 3.709119 -0.040 -0.128 0.009
H 3.391139 -0.355043 4.198996 0.287 0.041 -0.195
C -5.669722 0.680192 0.759578 -0.249 -0.230 1.075
O -5.765357 1.832262 1.150155 0.121 -0.064 -0.546
N -6.514355 -0.304697 1.157100 0.135 -0.305 -0.834
C -6.292404 -1.701794 0.762858 -0.943 0.540 -0.112
C -7.722212 -0.097670 1.908640 -0.904 -1.065 0.517
H -4.860959 0.245172 0.154617 0.163 0.481 -0.143
H -6.167370 -2.265152 1.687331 0.321 -0.418 -0.244
H -5.523936 -1.849246 0.009190 0.649 0.315 0.610
H -7.180146 -2.061358 0.229656 -0.247 -0.074 0.344
H -8.554722 -0.589894 1.391033 -0.023 0.325 -0.370
H -7.717712 -0.683517 2.837484 0.468 0.196 0.195
H -8.030984 0.908423 2.169233 0.644 0.272 -0.380
C -0.776380 1.946391 5.289283 -0.183 -0.364 0.982
O -0.606857 0.881099 5.854605 -0.039 0.699 -0.250
N 0.150923 2.612441 4.598690 1.534 0.731 0.090
C 1.485089 2.016276 4.331722 -1.738 0.492 -0.045
C -0.091825 3.872799 3.910622 0.330 -0.599 -0.308
H -1.722684 2.514252 5.377522 -0.091 -0.031 -0.170
H 2.218607 2.803758 4.490677 0.238 -0.121 -0.166
H 1.390517 1.722278 3.285055 0.822 -0.288 0.045
H 1.639119 1.174074 4.998855 -0.060 -0.108 -0.101
H 0.811152 4.483662 3.859272 0.191 -0.235 0.252
H -0.319125 3.599043 2.875207 -0.487 0.570 -0.061
H -0.839170 4.487392 4.406065 -0.339 -0.309 -0.214
O 4.815217 -0.707585 -0.420155 0.180 0.835 -0.835
P 6.184428 -0.134685 -0.385549 0.026 -0.511 0.648
N 7.107616 -0.359492 -1.777635 -0.228 -0.829 0.873
C 6.543276 0.137580 -3.014858 0.080 0.786 0.099
C 8.549826 -0.581985 -1.728931 -0.488 0.391 -0.354
N 7.054658 -0.893904 0.838924 0.458 0.605 -0.717
C 7.248143 -2.332618 0.678567 0.451 0.141 0.135
C 6.901186 -0.506636 2.245276 0.141 -1.414 -0.451
N 6.196923 1.509444 -0.089084 -0.033 -0.251 0.983
C 4.891212 2.165887 -0.037033 -0.284 -0.370 -1.204
C 7.392452 2.258173 0.289418 -1.188 0.580 0.365
H 5.485175 -0.114689 -3.090017 0.082 -0.287 -0.137
H 7.132282 -0.223743 -3.857312 -0.286 -0.338 -0.048
H 6.595048 1.235428 -3.083566 0.029 0.058 0.087
H 8.865148 -0.822678 -2.745245 0.128 -0.060 0.047
H 8.781892 -1.427921 -1.087891 0.202 0.177 0.067
H 9.078857 0.323172 -1.415237 0.246 -0.152 0.116
H 6.518870 -2.872950 1.285901 -0.024 -0.178 -0.107
H 7.194224 -2.668761 -0.355916 -0.409 0.227 -0.037
H 8.263382 -2.599043 0.991958 -0.058 -0.067 0.309
H 6.273690 -1.260970 2.736177 -0.566 0.368 -0.025
H 7.852617 -0.696677 2.750407 0.214 0.785 0.021
H 6.482771 0.487369 2.357471 0.196 0.073 0.120
H 4.899235 3.221933 0.225089 0.488 -0.130 0.581
H 4.519872 2.179207 -1.069569 -0.455 -0.060 0.139
H 4.211544 1.567118 0.563884 -0.143 0.360 0.095
H 7.755698 2.797495 -0.588642 0.983 -0.476 0.122
H 8.031566 1.656568 0.935286 0.699 -0.150 -0.887
H 7.131503 3.069838 0.980769 -0.451 -0.058 -0.061
O -2.002131 -1.337032 6.284446 -0.491 -0.831 -0.332
P -3.407337 -1.139729 5.907906 0.299 -0.257 -0.164
N -3.581018 -0.133223 4.570649 -0.555 1.264 1.003
C -2.774869 -0.304394 3.374894 -0.356 -0.946 -0.341
C -4.930089 0.281126 4.167252 0.771 -1.003 -0.431
N -4.323684 -0.423746 7.114898 -0.852 0.651 -0.155
C -4.163495 1.031360 7.311107 0.922 -0.906 -0.185
C -4.607636 -1.202420 8.315015 -0.590 0.117 -0.873
N -4.243460 -2.587796 5.581463 0.198 0.064 0.500
C -5.679784 -2.799788 5.624393 0.557 -0.040 -0.604
C -3.503434 -3.705250 4.970053 -0.465 1.060 0.203
H -3.076024 -1.246037 2.888596 0.476 -0.327 0.087
H -1.705421 -0.264677 3.559171 -0.045 -0.034 0.073
H -3.095537 0.390889 2.597503 0.328 0.546 0.356
H -5.602453 0.342692 5.019619 -0.097 0.141 -0.135
H -5.253213 -0.483222 3.444927 -0.659 0.025 0.151
H -4.853617 1.193526 3.574014 -0.238 0.235 0.319
H -4.350989 1.305160 8.347954 -0.312 -0.107 -0.010
H -3.103821 1.246032 7.134854 -0.121 0.519 -0.194
H -4.819208 1.571480 6.629909 0.095 0.263 0.101
H -3.773638 -1.250073 9.018820 0.082 -0.282 -0.107
H -5.478084 -0.778367 8.823570 0.072 0.133 0.037
H -4.940764 -2.159852 7.915710 0.401 -0.366 0.740
H -5.941453 -3.332282 4.702358 -0.350 0.200 -0.053
H -5.973309 -3.469174 6.442156 -0.054 0.161 0.166
H -6.215772 -1.853468 5.667084 -0.112 -0.103 0.141
H -2.465954 -3.557024 5.266239 0.125 -0.472 -0.262
H -3.642266 -3.661868 3.883974 0.336 -0.082 -0.107
H -3.939207 -4.653525 5.290868 0.296 -0.070 0.329
O -4.451791 -2.803763 -5.928552 0.586 -0.135 0.046
P -4.252147 -1.587473 -5.117370 -0.406 0.766 2.313
N -2.695237 -1.018604 -4.964369 -0.224 -0.595 -1.558
C -1.624667 -2.012165 -5.106827 -2.473 3.218 0.423
C -2.346537 0.195981 -4.288496 -0.502 0.843 -0.010
N -4.749090 -1.812170 -3.489283 -0.804 -0.092 -1.643
C -5.159790 -0.716273 -2.615730 0.269 -0.653 0.640
C -4.923900 -3.179769 -3.013020 0.847 0.527 0.460
N -5.176996 -0.265735 -5.597090 -0.153 0.665 -0.318
C -6.629833 -0.465765 -5.628700 0.570 -1.236 0.456
C -4.706704 0.426375 -6.793278 0.908 0.390 0.408
H -0.726879 -1.514332 -5.479043 -0.457 0.053 -0.245
H -1.961329 -2.816745 -5.756405 -0.824 1.915 -0.456
H -1.380801 -2.415412 -4.117268 -0.390 1.023 -0.293
H -1.584932 0.750084 -4.850509 0.165 -0.201 -0.005
H -2.000665 0.071515 -3.259336 -0.069 -0.164 -0.014
H -3.231650 0.837889 -4.307291 0.091 0.099 0.343
H -4.323708 -0.412239 -1.979627 0.069 0.359 -0.150
H -5.614612 0.130526 -3.124584 0.332 0.014 -0.259
H -5.912948 -1.063584 -1.901912 -0.189 -0.218 -0.217
H -4.376629 -3.871100 -3.650858 -0.320 -0.002 -0.284
H -4.405027 -3.259053 -2.051337 -0.294 -0.071 0.246
H -5.968081 -3.484190 -2.910609 -0.073 -0.033 -0.027
H -6.897558 -0.956727 -4.690557 -0.255 0.130 -0.022
H -7.196625 0.455844 -5.736103 0.245 0.172 -0.039
H -6.879528 -1.178897 -6.421457 -0.271 0.184 -0.150
H -4.569623 -0.238991 -7.650955 -0.198 0.094 -0.109
H -3.744570 0.888509 -6.554271 0.101 -0.209 -0.224
H -5.343646 1.277293 -7.035812 -0.345 -0.266 -0.051
O 1.777975 3.715767 -6.880878 0.261 0.185 0.615
P 1.663871 4.298675 -5.520297 -0.135 -0.216 0.627
N 2.594072 5.700810 -5.336562 -0.310 -0.651 -0.641
C 3.894616 5.569398 -5.983884 0.545 0.316 0.028
C 2.489282 6.699358 -4.287234 -0.644 0.069 -0.350
N 2.184025 3.246892 -4.313946 -0.554 0.185 -0.330
C 2.845625 1.967724 -4.576277 -0.252 0.983 0.221
C 2.454826 3.756356 -2.959110 -0.080 0.024 -1.403
N 0.104869 4.754616 -5.064293 0.495 0.600 0.615
C -0.851700 3.720749 -4.703865 0.682 -1.104 -0.536
C -0.502024 5.864164 -5.820767 0.740 -0.849 0.078
H 4.437844 4.665145 -5.685150 -0.047 -0.024 0.208
H 4.499977 6.430529 -5.696232 0.052 -0.040 0.030
H 3.884546 5.547479 -7.074057 -0.481 0.040 0.009
H 1.629691 6.473911 -3.656505 0.092 -0.022 0.101
H 2.288644 7.681107 -4.729030 0.143 0.114 0.033
H 3.387324 6.779349 -3.673335 0.044 -0.192 0.039
H 2.571865 1.585901 -5.556345 0.016 -0.028 0.053
H 3.926504 2.146991 -4.517990 0.111 -0.480 -0.071
H 2.521852 1.310068 -3.767168 0.220 -0.371 -0.225
H 2.461561 2.902675 -2.291095 -0.079 0.180 0.214
H 3.431616 4.252342 -2.948622 0.066 0.039 0.272
H 1.676808 4.476304 -2.713571 0.034 -0.079 0.401
H -0.429067 3.013378 -3.987059 0.001 0.370 0.313
H -1.774012 4.148113 -4.319794 0.021 0.050 0.001
H -1.035043 3.074929 -5.575129 -0.541 0.217 -0.061
H -1.443589 6.148563 -5.355859 0.093 0.157 0.130
H -0.701376 5.527581 -6.843296 -0.033 0.328 -0.126
H 0.233072 6.667032 -5.796880 -0.379 0.294 -0.319
O 2.301769 -5.261295 -4.105079 0.646 0.788 0.162
P 1.946159 -3.835121 -3.895355 -0.506 0.590 0.345
N 0.272831 -3.576546 -3.853891 0.273 0.110 -0.205
C -0.456038 -3.921241 -5.067515 1.301 -2.793 -0.767
C -0.457100 -4.025802 -2.671276 1.046 -0.503 0.703
N 2.494804 -2.796077 -5.117464 -0.550 -1.013 -0.944
C 3.919852 -2.922252 -5.477135 -1.187 0.245 1.056
C 1.970908 -1.457558 -5.288856 0.002 -0.033 0.262
N 2.498630 -3.145108 -2.460245 0.420 -1.030 -0.559
C 3.706517 -3.666223 -1.807666 -0.690 -0.563 0.201
C 2.110778 -1.804124 -2.048738 -0.596 -0.823 0.543
H -1.528956 -3.788353 -4.921305 1.351 -2.496 0.705
H -0.227812 -4.936504 -5.405344 0.121 -0.206 0.076
H -0.280460 -3.247555 -5.912702 0.961 -0.722 0.340
H -1.475266 -3.643397 -2.610168 0.138 0.223 -0.343
H 0.098287 -3.681337 -1.796246 -0.299 -0.076 -0.434
H -0.512753 -5.116561 -2.570801 0.036 -0.100 -0.352
H 4.100447 -2.575130 -6.492778 -0.022 0.006 -0.044
H 4.418050 -2.275202 -4.744211 0.790 -0.130 -0.291
H 4.203850 -3.965654 -5.359807 0.226 0.057 -0.043
H 0.919367 -1.422229 -5.005899 0.383 0.047 0.247
H 2.535397 -0.741803 -4.678742 -0.113 0.092 -0.059
H 2.021716 -1.132053 -6.331695 0.176 -0.126 -0.088
H 3.953127 -4.670804 -2.152669 -0.307 -0.004 -0.216
H 4.615462 -3.071973 -1.921904 -0.216 0.466 -0.038
H 3.448533 -3.759287 -0.750532 0.413 0.123 0.212
H 1.975624 -1.820775 -0.961061 0.511 0.173 0.010
H 1.081289 -1.620931 -2.360927 0.373 0.436 -0.603
H 2.868360 -1.069375 -2.317214 -0.212 0.293 -0.010
C 2.292605 7.256182 3.734895 -0.202 0.031 0.883
C 1.798461 7.512384 2.298979 0.222 1.102 0.762
C 2.179940 8.975039 1.923475 -0.249 -0.541 0.277
C 3.623603 9.205221 1.497674 -1.454 0.990 0.739
C 3.937401 8.283397 0.362883 0.326 -0.299 -0.332
C 3.626994 6.808250 0.692558 1.730 -0.066 0.453
N 2.333897 6.570793 1.329401 -0.672 1.060 -1.218
O 2.200024 5.239158 1.764552 0.211 -0.137 0.251
C 3.692325 6.030518 -0.601701 -0.978 -0.356 -0.869
C 4.816426 6.319886 1.569997 0.022 -0.593 0.444
C 0.265529 7.498242 2.329058 -0.296 -1.592 -0.003
H 1.839814 6.413243 4.261891 -0.161 -0.229 -0.529
H 1.978230 8.108587 4.344542 0.206 0.077 -0.002
H 3.362858 7.107639 3.869271 0.074 0.267 -0.295
H 1.443672 9.332683 1.198853 0.298 -0.027 -0.347
H 2.020609 9.582303 2.817002 -0.261 -0.086 0.015
H 4.203238 9.145387 2.422462 0.533 -0.533 -0.369
H 3.597722 10.278995 1.282087 0.667 -0.115 -0.587
H 4.995416 8.275142 0.089893 0.051 0.146 0.110
H 3.443492 8.588686 -0.564623 -0.436 0.073 0.231
H 4.601697 6.156282 -1.192598 0.373 -0.164 0.528
H 3.464352 4.980302 -0.410114 0.372 -0.074 -0.089
H 2.918529 6.358225 -1.304136 -0.243 0.146 0.278
H 4.715863 5.244759 1.738225 -0.054 0.032 0.124
H 5.809380 6.468500 1.138620 -0.219 0.111 -0.466
H 4.879023 6.793772 2.549144 -0.262 0.085 -0.018
H -0.019606 6.604736 2.893154 -0.314 0.186 0.118
H -0.209787 7.337581 1.359856 0.341 0.254 -0.219
H -0.219178 8.361251 2.782042 0.353 0.101 0.187
H 1.456734 4.882161 1.262508 0.028 0.084 -0.043
C -1.819488 -9.611952 -1.392233 -0.379 -0.908 -0.189
C -1.836365 -8.619751 -0.231820 0.137 0.289 -0.279
C -3.144340 -8.827244 0.544247 -0.827 -0.462 0.724
C -3.188092 -8.117596 1.898570 0.117 -0.634 -0.279
C -2.057085 -8.667006 2.769704 -0.006 0.664 -0.049
C -0.688183 -8.671629 2.077236 1.054 2.194 -0.341
N -0.729743 -8.978729 0.647444 -1.617 -2.046 1.258
O 0.513162 -9.215693 0.073548 0.262 0.581 -0.209
C -0.150896 -7.212069 2.147259 0.435 1.394 0.843
C 0.286751 -9.561809 2.854579 -0.329 0.171 0.519
C -1.756958 -7.162174 -0.720358 0.628 -0.179 -0.592
H -0.887148 -9.696186 -1.948606 -0.044 0.725 -0.150
H -2.677488 -9.474438 -2.053946 0.224 0.371 -0.190
H -1.952484 -10.639230 -1.031299 -0.076 0.122 0.437
H -4.055984 -8.526172 0.020101 0.418 0.175 -0.654
H -3.279658 -9.902563 0.705406 0.162 -0.047 0.087
H -4.133446 -8.254979 2.429503 -0.099 -0.342 -0.224
H -3.187958 -7.043421 1.699523 0.626 0.082 0.355
H -2.254057 -9.661458 3.177279 -0.390 -0.123 -0.359
H -1.990467 -8.007954 3.639807 0.341 -0.132 0.106
H 0.624917 -6.924388 1.433112 0.117 -0.751 -0.168
H -0.888721 -6.418521 1.989333 -0.510 -0.472 -0.136
H 0.257401 -6.907417 3.120630 0.014 -0.479 0.144
H 0.165742 -9.369759 3.925642 -0.066 0.364 -0.054
H 0.066031 -10.630050 2.799869 0.194 -0.040 -0.616
H 1.314256 -9.288232 2.625067 0.057 -0.447 -0.233
H -2.397015 -6.982814 -1.586839 -0.248 -0.014 0.158
H -0.742745 -6.953948 -1.072975 0.040 -0.061 0.072
H -1.968653 -6.439392 0.059685 -0.164 -0.053 0.028
H 0.610499 -10.175116 0.054421 -0.071 0.025 -0.004